# 1
{"formula": "C22H16IrN4O5S4", "method": "ωB97M-V/def2-TZVPD", "symbols": ["Ir", "S", "C", "C", "N", "C", "S", "C", "N", "O", "C", "O", "C", "O", "O", "O", "S", "C", "C", "C", "C", "C", "C", "C", "C", "C", "C", "C", "C", "H", "H", "H", "H", "H", "H", "H", "H", "H", "H", "C", "N", "C", "C", "N", "C", "S", "H", "H", "H", "H", "H", "H"], "positions_angstrom": [[0.06, 1.39, 1.28], [-2.28, 1.33, 1.89], [-3.08, 1.67, 0.42], [-4.50, 1.70, 0.49], [-5.65, 1.72, 0.56], [-2.45, 1.90, -0.78], [-0.76, 1.81, -1.03], [-3.20, 2.24, -1.94], [-3.77, 2.55, -2.89], [4.34, 0.44, 1.54], [3.15, 0.63, 1.51], [2.29, 1.03, 0.71], [2.38, 0.38, 3.17], [3.20, 0.07, 3.98], [1.17, 0.64, 3.10], [0.07, -0.81, 0.67], [-0.08, -1.24, -0.76], [0.35, -2.98, -0.71], [0.75, -3.54, 0.50], [1.12, -4.88, 0.53], [1.08, -5.63, -0.63], [0.68, -5.06, -1.83], [0.31, -3.73, -1.88], [-1.85, -1.47, -0.98], [-2.63, -1.78, 0.13], [-4.00, -1.92, -0.03], [-4.57, -1.75, -1.28], [-3.79, -1.42, -2.38], [-2.42, -1.27, -2.23], [0.78, -2.92, 1.38], [1.43, -5.33, 1.46], [1.37, -6.68, -0.61], [0.65, -5.65, -2.74], [0.00, -3.26, -2.80], [-2.16, -1.89, 1.09], [-4.62, -2.16, 0.82], [-5.64, -1.85, -1.40], [-4.24, -1.27, -3.35], [-1.79, -1.00, -3.07], [2.04, 4.24, -0.95], [2.79, 3.96, 0.26], [4.16, 3.83, 0.37], [4.44, 3.53, 1.65], [3.23, 3.49, 2.32], [2.23, 3.72, 1.45], [0.56, 3.76, 1.83], [2.73, 4.47, -1.75], [1.37, 5.08, -0.78], [1.45, 3.37, -1.22], [4.81, 3.96, -0.47], [5.37, 3.31, 2.14], [3.10, 3.25, 3.28]], "lowdin_spin": [0.131, 0.352, 0.068, 0.000, 0.006, 0.102, 0.268, 0.005, 0.030, 0.001, -0.001, -0.004, -0.001, 0.000, -0.002, 0.012, 0.014, 0.001, 0.001, 0.000, 0.000, 0.000, 0.000, 0.002, 0.004, -0.001, 0.001, 0.000, 0.000, 0.000, 0.000, 0.000, 0.000, 0.000, 0.002, 0.000, 0.000, 0.000, 0.000, 0.004, 0.000, 0.000, 0.000, 0.000, 0.000, -0.001, 0.000, 0.000, 0.004, 0.000, 0.000, 0.000], "homo_lumo_gap_ev": [5.437, 3.342], "lumo_ev": [-1.30, -3.41], "e_homo_ha": [-0.2475, -0.2480], "multiplicity": 2, "total_charge": 0}



# 2
{"formula": "C22H17Cl2N", "method": "ωB97M-V/def2-TZVPD", "symbols": ["Cl", "C", "C", "C", "C", "C", "C", "C", "C", "C", "Cl", "C", "C", "C", "C", "H", "H", "H", "H", "H", "H", "H", "H", "H", "C", "C", "C", "N", "C", "C", "C", "C", "C", "C", "H", "H", "H", "H", "H", "H", "H", "H"], "positions_angstrom": [[-4.95, 2.24, -1.56], [-3.35, 1.62, -1.51], [-3.14, 0.26, -1.29], [-1.84, -0.23, -1.13], [-0.75, 0.62, -1.03], [0.54, -0.07, -0.41], [1.87, 0.58, -1.00], [2.89, -0.23, -1.53], [4.17, 0.29, -1.80], [4.39, 1.67, -1.66], [5.95, 2.33, -1.95], [3.34, 2.51, -1.31], [2.08, 1.96, -1.01], [-0.94, 1.93, -1.53], [-2.24, 2.46, -1.68], [-4.01, -0.38, -1.16], [-1.74, -1.32, -1.05], [0.52, -1.10, -0.73], [2.76, -1.29, -1.74], [5.02, -0.33, -2.06], [3.49, 3.59, -1.20], [1.28, 2.64, -0.73], [-0.13, 2.60, -1.83], [-2.40, 3.52, -1.87], [1.89, -1.16, 1.55], [0.55, -0.46, 1.10], [0.49, 0.89, 1.59], [0.45, 2.01, 1.86], [-0.70, -1.27, 1.69], [-0.72, -2.68, 1.60], [-1.94, -3.38, 1.79], [-3.10, -2.69, 2.14], [-3.03, -1.32, 2.37], [-1.83, -0.62, 2.16], [1.92, -2.25, 1.43], [2.66, -0.71, 0.91], [2.20, -0.96, 2.60], [0.16, -3.23, 1.25], [-1.97, -4.47, 1.60], [-4.05, -3.22, 2.19], [-3.94, -0.81, 2.67], [-1.84, 0.46, 2.26]], "mulliken_charge": [-0.227, 0.207, -0.667, -0.313, -0.134, -0.046, -0.193, -0.137, -0.659, 0.282, -0.216, -1.128, -0.394, -0.029, -0.827, 0.433, 0.330, 0.693, 0.369, 0.416, 0.383, 0.529, 0.499, 0.416, -1.366, 2.481, -0.480, -0.708, 0.313, -0.397, -0.629, -0.507, -0.748, -0.273, 0.300, 0.477, 0.302, 0.144, 0.363, 0.387, 0.378, 0.377], "homo_lumo_gap_ev": 9.446, "lumo_ev": 0.52, "smiles": "C[C@](C#N)(c1ccccc1)C(c1ccc(Cl)cc1)c1ccc(Cl)cc1", "e_homo_ha": -0.3282, "total_charge": 0}



# 3
{"formula": "C22H17IrN2O6", "method": "ωB97M-V/def2-TZVPD", "symbols": ["Ir", "O", "C", "O", "C", "C", "C", "C", "C", "N", "C", "O", "O", "H", "H", "H", "C", "C", "C", "C", "C", "C", "N", "C", "C", "C", "C", "C", "C", "C", "O", "O", "C", "C", "H", "H", "H", "H", "H", "H", "H", "H", "H", "H", "H", "H", "H", "H"], "positions_angstrom": [[0.10, 0.46, 1.14], [3.02, 1.70, 3.70], [1.98, 1.38, 3.21], [1.76, 1.30, 1.89], [0.76, 1.05, 4.02], [0.56, 1.27, 5.37], [-0.71, 1.04, 5.88], [-1.76, 0.64, 5.05], [-1.47, 0.45, 3.71], [-0.24, 0.62, 3.27], [-2.45, 0.17, 2.60], [-3.57, -0.17, 2.79], [-1.91, 0.40, 1.38], [1.38, 1.63, 5.98], [-0.91, 1.20, 6.94], [-2.77, 0.49, 5.40], [5.93, 1.94, -2.17], [5.26, 0.66, -2.59], [5.98, -0.27, -3.36], [5.43, -1.48, -3.76], [4.13, -1.78, -3.42], [3.39, -0.85, -2.67], [2.10, -1.13, -2.27], [1.19, -1.99, -2.84], [1.34, -2.42, -4.18], [0.43, -3.32, -4.71], [-0.62, -3.78, -3.93], [-0.78, -3.32, -2.62], [0.09, -2.41, -2.07], [-0.19, -1.94, -0.67], [-1.02, -2.46, 0.02], [0.50, -0.85, -0.31], [3.95, 0.37, -2.24], [3.12, 1.32, -1.42], [6.97, 1.95, -2.48], [5.91, 2.07, -1.09], [5.44, 2.81, -2.62], [7.00, -0.04, -3.63], [6.02, -2.19, -4.31], [3.70, -2.74, -3.67], [1.78, -0.75, -1.38], [2.13, -2.02, -4.79], [0.54, -3.64, -5.73], [-1.33, -4.49, -4.34], [-1.61, -3.66, -2.01], [3.02, 0.96, -0.39], [2.12, 1.45, -1.83], [3.58, 2.30, -1.35]], "lowdin_spin": [2.853, 0.046, 0.019, 0.274, 0.017, 0.002, 0.004, 0.002, 0.016, 0.143, 0.018, 0.050, 0.295, 0.001, 0.000, 0.001, -0.005, -0.005, 0.121, 0.000, 0.085, 0.049, 0.312, 0.025, 0.096, -0.009, 0.126, -0.003, 0.081, 0.026, 0.036, 0.207, 0.080, 0.012, 0.000, -0.002, -0.002, 0.006, -0.002, 0.003, 0.006, 0.004, -0.003, 0.006, -0.002, 0.005, 0.002, 0.000], "homo_lumo_gap_ev": [8.092, 6.263], "lumo_ev": [-3.17, -6.22], "e_homo_ha": [-0.4140, -0.4586], "multiplicity": 6, "total_charge": 1}



# 4
{"formula": "C22H17N5OS", "method": "ωB97M-V/def2-TZVPD", "symbols": ["S", "N", "N", "N", "N", "O", "C", "C", "C", "C", "C", "C", "C", "C", "C", "C", "C", "C", "C", "C", "C", "C", "C", "C", "C", "C", "C", "N", "C", "H", "H", "H", "H", "H", "H", "H", "H", "H", "H", "H", "H", "H", "H", "H", "H", "H"], "positions_angstrom": [[5.73, -1.11, -6.87], [3.43, -2.24, -4.09], [1.31, 1.51, 0.67], [-0.90, 0.89, 0.56], [-1.45, -0.23, 1.04], [4.32, -0.34, -4.67], [4.65, -1.24, -5.64], [3.47, -0.95, -3.82], [0.18, 1.42, 1.31], [-0.46, 3.21, 5.09], [-4.24, -0.57, -1.56], [-1.58, 2.84, 4.34], [0.86, 2.95, 4.67], [-4.81, -1.77, -0.92], [2.14, 1.60, -1.48], [1.68, -0.53, -0.44], [-3.05, -0.14, -0.81], [2.73, 1.02, -2.50], [2.28, -1.14, -1.59], [-1.33, 2.19, 3.13], [1.07, 2.41, 3.40], [-4.23, -2.43, 0.16], [1.60, 0.84, -0.43], [-2.49, -0.79, 0.32], [2.87, -0.35, -2.62], [0.02, 2.07, 2.59], [-3.01, -2.02, 0.77], [4.11, -2.43, -5.21], [-2.48, -2.79, 1.88], [-0.50, 3.72, 6.11], [-4.71, 0.00, -2.30], [-2.53, 3.18, 4.83], [1.71, 3.03, 5.33], [-5.74, -2.11, -1.38], [2.29, 2.66, -1.42], [1.31, -1.18, 0.37], [-2.48, 0.80, -1.07], [3.16, 1.72, -3.11], [2.43, -2.22, -1.61], [-2.27, 2.07, 2.61], [1.97, 2.15, 3.02], [-4.69, -3.27, 0.57], [4.46, -3.29, -5.61], [-2.82, -2.60, 2.86], [-2.63, -3.86, 1.64], [-1.36, -2.68, 1.86]], "mulliken_charge": [-0.399, -0.558, -0.430, -0.168, -0.047, -0.287, 0.278, 0.438, 0.108, -0.041, -1.026, -0.843, -0.832, -0.362, -0.849, -0.157, -0.007, -0.499, -0.895, -0.182, -0.151, -0.833, 0.814, 0.178, 0.293, 0.217, 0.974, 0.026, -1.184, 0.251, 0.454, 0.315, 0.374, 0.341, 0.377, 0.442, 0.330, 0.483, 0.413, 0.296, 0.623, 0.486, 0.261, 0.272, 0.418, 0.289], "homo_lumo_gap_ev": 6.592, "lumo_ev": -1.19, "smiles": "Cc1ccccc1/N=N/C(=N\\c1ccc(-c2n[nH]c(=S)o2)cc1)c1ccccc1", "e_homo_ha": -0.2858, "total_charge": 0}